31
Properties=species:S:1:pos:R:3 method="wB97M-V/def2-TZVPD" e_tot_ha=-3365.71035 e_homo_ev=4.07 charge=-4 molar_mass_g_mol=431.49 de_lowest_kcal_mol=59.34
Zn -0.003 0.380 -0.404
O 3.950 2.343 -0.955
C 2.830 1.945 -0.241
O 3.013 1.899 1.031
O 1.847 1.374 -0.674
H 3.588 1.908 -1.730
O 0.608 -2.518 -3.550
C 0.427 -2.130 -2.300
O 0.281 -0.968 -1.953
O 0.235 -3.070 -1.537
H 0.551 -3.367 -3.105
O -2.535 3.150 -2.473
C -2.168 2.458 -1.435
O -1.099 1.867 -1.457
O -2.942 2.475 -0.463
H -1.767 2.871 -2.977
O -1.189 1.565 3.539
C -0.109 1.554 2.708
O -0.262 1.308 1.515
O 0.967 1.548 3.278
H -0.661 1.345 4.310
O -2.869 -2.693 -0.132
C -2.857 -1.324 -0.131
O -1.852 -0.635 -0.007
O -3.974 -0.795 -0.039
H -3.768 -2.547 -0.436
O 1.730 -2.990 2.000
C 1.815 -1.695 1.766
O 2.585 -0.977 2.460
O 1.131 -1.266 0.815
H 2.498 -3.017 2.575

---

14
Properties=species:S:1:pos:R:3 method="wB97M-V/def2-TZVPD" e_tot_ha=-382.59960 e_homo_ev=-8.77 molar_mass_g_mol=110.11 de_lowest_kcal_mol=54.05 smiles="CC(=O)c1ccco1"
C 2.165 -0.625 0.944
C 1.417 0.120 -0.109
C -0.027 0.155 0.000
C -1.007 1.052 0.461
C -2.241 0.495 0.315
C -2.008 -0.733 -0.307
H 1.584 -0.217 1.952
H 1.810 -1.775 0.825
H 3.135 -0.548 0.794
H -0.682 2.136 0.858
H -3.325 1.108 0.538
H -2.545 -1.591 -0.539
O 1.998 0.750 -1.053
O -0.719 -0.988 -0.478

---

14
Properties=species:S:1:pos:R:3 method="wB97M-V/def2-TZVPD" e_tot_ha=-382.62061 e_homo_ev=-9.50 molar_mass_g_mol=110.11 de_lowest_kcal_mol=40.87 smiles="O=C1[C@H]2C=C[C@]1(O)C2"
C 0.822 0.173 -0.187
C 0.181 -0.151 1.209
C -1.152 0.241 0.495
C -1.197 -0.763 -0.670
C 0.064 -0.855 -1.083
C -0.245 1.329 -0.232
H 2.626 -0.370 -0.115
H 0.631 0.543 1.981
H 0.288 -1.155 1.605
H -2.056 0.485 1.027
H -2.121 -1.043 -1.132
H 0.409 -1.319 -1.993
O 2.165 0.449 -0.304
O -0.416 2.438 -0.599

---

16
Properties=species:S:1:pos:R:3 method="wB97M-V/def2-TZVPD" e_tot_ha=-1178.99950 e_homo_ev=-8.34 molar_mass_g_mol=174.25 de_lowest_kcal_mol=27.50
C 1.248 1.531 0.258
C 2.495 0.924 0.461
C 0.180 0.668 0.169
C 0.546 -0.675 0.245
C -1.295 0.925 0.164
C -0.418 -1.700 0.110
O -1.836 0.930 -1.087
O -0.843 -1.924 -1.206
S 2.315 -0.801 0.422
S -2.075 -0.470 1.106
H 1.236 2.585 0.260
H 3.307 1.469 0.546
H -1.497 1.922 0.622
H -0.546 -2.660 0.634
H -1.593 0.027 -1.544
H -1.224 -2.751 -1.159

---

15
Properties=species:S:1:pos:R:3 method="wB97M-V/def2-TZVPD" e_tot_ha=-457.86795 e_homo_ev=-9.17 molar_mass_g_mol=126.11 de_lowest_kcal_mol=43.40 smiles="O=C1CCCC(=O)C1=O"
C 0.239 -1.346 0.884
C 0.482 -1.265 -0.630
C -0.268 -0.016 -1.046
C 0.211 1.392 -0.414
C -0.636 -0.168 1.295
C 0.229 1.176 1.097
O 0.727 -2.161 1.610
O 0.479 1.963 1.958
O -1.746 -0.121 1.703
H 1.467 -1.258 -0.788
H -0.109 -1.977 -1.207
H -0.261 -0.061 -2.195
H -1.373 0.015 -0.763
H 1.141 1.829 -0.834
H -0.582 1.997 -0.671

---

16
Properties=species:S:1:pos:R:3 method="wB97M-V/def2-TZVPD" e_tot_ha=-533.15666 e_homo_ev=-9.32 molar_mass_g_mol=142.11 de_lowest_kcal_mol=35.36 smiles="O=c1cc(CO)occ1O"
C 2.484 0.598 0.181
C 1.038 0.262 0.133
C 0.102 1.207 0.081
C -1.281 0.805 0.011
C -1.504 -0.679 -0.029
C -0.466 -1.507 0.147
H 3.132 -1.148 -0.223
H 2.729 0.603 1.245
H 2.622 1.649 -0.152
H 0.309 2.247 0.026
H -3.235 -0.049 -0.182
H -0.593 -2.555 0.245
O 3.371 -0.246 -0.506
O -2.225 1.601 -0.067
O -2.827 -0.942 -0.207
O 0.781 -1.020 0.266

---

17
Properties=species:S:1:pos:R:3 method="wB97M-V/def2-TZVPD" e_tot_ha=-931.21900 e_homo_ev=-8.37 molar_mass_g_mol=174.18 de_lowest_kcal_mol=92.54
C 0.318 0.653 1.612
C 0.086 -0.444 2.289
C 3.614 -2.107 -2.002
C 0.476 0.665 0.190
C 0.675 -0.677 -0.307
C 0.624 -1.762 0.465
O 0.329 -1.703 1.814
O -0.653 1.389 -0.354
O 0.893 -0.686 -1.635
O 0.639 -3.057 -0.003
S 3.074 -1.117 -3.005
H 0.025 1.581 1.929
H -0.312 -0.614 3.306
H 1.310 1.326 -0.088
H -0.492 1.534 -1.294
H 0.691 -1.485 -2.125
H 0.259 -3.516 0.704

---

20
Properties=species:S:1:pos:R:3 method="wB97M-V/def2-TZVPD" e_tot_ha=-1156.95105 e_homo_ev=-7.53 molar_mass_g_mol=222.17 de_lowest_kcal_mol=0.00
C 0.591 -0.905 -0.043
C 0.479 -1.725 1.129
C -0.275 0.174 0.100
C -0.466 -1.150 1.935
C 0.224 1.438 -2.263
C -0.720 1.141 -0.831
O -0.743 -0.939 -2.591
O -0.934 0.039 1.278
O 1.519 -1.151 -0.970
O 1.249 -2.842 1.291
O -0.925 -1.315 3.167
O 0.235 2.712 -2.702
O -1.430 2.333 -0.476
S -1.306 0.402 -2.545
H 1.233 0.991 -2.407
H 2.070 -1.818 -0.619
H 0.915 -3.320 2.063
H -1.872 -1.487 3.293
H -0.531 3.119 -2.250
H -1.943 2.137 0.456